Record 1
{
  "formula": "C3H8N2O",
  "method": "ωB97M-V/def2-TZVPD",
  "species": ["H", "N", "C", "N", "C", "O", "C", "H", "H", "H", "H", "H", "H", "H"],
  "positions_angstrom": [[2.7254, 0.1055, -0.1778], [2.4719, -0.8765, -0.0039], [1.2202, -0.9712, 0.1662], [0.2306, 0.0031, 0.0071], [0.5230, 1.4400, 0.0987], [-0.9344, -0.3355, 0.7139], [-1.9800, -0.6187, -0.2072], [0.7426, -1.9489, 0.4425], [1.2942, 1.6602, -0.6561], [0.9066, 1.6870, 1.0880], [-0.3759, 2.0086, -0.1468], [-1.7505, -1.4498, -0.8947], [-2.2483, 0.2264, -0.8219], [-2.8256, -0.9302, 0.3920]],
  "nbo_charge": [0.324, -0.680, 0.272, -0.187, -0.435, -0.387, -0.249, 0.176, 0.209, 0.196, 0.220, 0.176, 0.171, 0.195],
  "total_charge": 0,
  "e_above_lowest_kcal_mol": 76.3,
  "e_lumo_ev": 0.890,
  "smiles": "[H]/N=C\\N(C)OC",
  "fmax_ev_per_a": 1.1,
  "homo_lumo_gap_ev": 10.03,
  "multiplicity": 1
}

***

Record 2
{
  "formula": "C10H25CoN3O2S2",
  "method": "ωB97M-V/def2-TZVPD",
  "species": ["Co", "S", "S", "C", "C", "C", "N", "C", "C", "H", "H", "H", "H", "H", "H", "H", "H", "C", "H", "H", "H", "H", "H", "H", "H", "C", "C", "H", "H", "H", "H", "C", "O", "C", "O", "N", "N", "H", "H", "H", "H", "H", "H"],
  "positions_angstrom": [[1.2861, 0.0668, -0.7483], [-0.2020, 1.9203, -0.4772], [-0.0956, -1.8551, -0.3492], [-2.0541, 1.9270, -0.2999], [-0.3080, 2.3802, -2.2499], [-0.7179, 1.1880, -3.1000], [0.0720, -0.0507, -2.7781], [-0.6479, -1.3471, -3.0065], [-0.1616, -2.4558, -2.0832], [0.7033, 2.6900, -2.5195], [-1.0336, 3.1992, -2.3039], [-0.6091, 1.4710, -4.1692], [-1.7684, 0.9641, -2.9247], [-0.5204, -1.7007, -4.0479], [-1.7111, -1.1834, -2.8394], [0.8696, -2.7207, -2.3268], [-0.8277, -3.3281, -2.0828], [-1.9336, -2.0118, -0.1582], [0.8762, -0.0485, -3.4567], [-2.4774, -1.3670, -0.8558], [-2.2054, -1.7429, 0.8685], [-2.2279, -3.0582, -0.3405], [-2.3088, 1.7094, 0.7380], [-2.5430, 1.2000, -0.9505], [-2.4114, 2.9335, -0.5495], [3.3372, 0.1292, -1.5281], [3.3654, 0.1859, -0.1467], [3.5662, 1.0264, -2.0851], [3.6283, -0.7888, -2.0166], [3.5914, 1.1347, 0.3676], [3.6338, -0.6933, 0.4597], [-0.5845, 0.4116, 4.8981], [-1.2743, 0.2225, 3.6407], [-0.5208, 0.1909, 2.5530], [-0.9956, 0.0486, 1.4174], [0.8074, 0.3905, 2.7551], [1.6614, 0.1902, 1.6466], [-0.0195, -0.4743, 5.1908], [-1.4129, 0.5479, 5.5922], [0.0621, 1.2844, 4.9229], [1.2712, 0.1054, 3.6152], [2.4129, 0.9011, 1.6618], [2.2186, -0.6935, 1.7697]],
  "nbo_charge": [1.306, 0.200, 0.193, -0.680, -0.527, -0.244, -0.711, -0.245, -0.525, 0.230, 0.268, 0.236, 0.213, 0.235, 0.214, 0.230, 0.268, -0.686, 0.397, 0.220, 0.275, 0.250, 0.272, 0.220, 0.248, -0.494, -0.475, 0.262, 0.262, 0.241, 0.244, -0.292, -0.450, 0.905, -0.704, -0.493, -0.675, 0.193, 0.246, 0.202, 0.411, 0.385, 0.377],
  "total_charge": 2,
  "s2": 3.765,
  "e_lumo_ev": [-6.870, -8.239],
  "fmax_ev_per_a": 2.6,
  "homo_lumo_gap_ev": [8.76, 7.65],
  "multiplicity": 4
}

***

Record 3
{
  "formula": "C4H10NO3",
  "method": "ωB97M-V/def2-TZVPD",
  "species": ["O", "C", "N", "C", "O", "C", "C", "H", "H", "H", "H", "H", "H", "H", "H", "H", "H", "O"],
  "positions_angstrom": [[0.3463, -1.9624, -1.5981], [0.1461, -0.7158, -1.1533], [-1.0665, -0.1653, -0.9243], [-1.3675, 1.2531, -0.3770], [-2.2513, 1.1329, 0.6002], [1.4556, -0.0247, -0.8625], [1.8615, -0.2768, 0.5603], [-1.9051, -0.7501, -1.0118], [-1.7695, 1.8136, -1.2446], [-0.3293, 1.5404, 0.0427], [2.3222, -0.4198, -1.5994], [1.2566, 0.9854, -1.2359], [2.9845, -0.0874, 0.7164], [1.5379, -1.2863, 0.8227], [1.4113, 0.2576, 1.3528], [-1.8174, 0.2878, 1.8047], [-1.2765, -1.0899, 1.6943], [-1.5388, -0.4922, 2.4129]],
  "nbo_charge": [-0.748, 0.646, -0.636, 0.145, -0.899, -0.488, -0.618, 0.401, 0.112, 0.104, 0.218, 0.209, 0.190, 0.228, 0.226, 0.500, 0.443, -1.032],
  "total_charge": -1,
  "e_above_lowest_kcal_mol": 54.5,
  "e_lumo_ev": 3.878,
  "fmax_ev_per_a": 5.7,
  "homo_lumo_gap_ev": 8.08,
  "multiplicity": 1
}

***

What did the first record say?
{
  "formula": "C3H8N2O",
  "method": "ωB97M-V/def2-TZVPD",
  "species": ["H", "N", "C", "N", "C", "O", "C", "H", "H", "H", "H", "H", "H", "H"],
  "positions_angstrom": [[2.7254, 0.1055, -0.1778], [2.4719, -0.8765, -0.0039], [1.2202, -0.9712, 0.1662], [0.2306, 0.0031, 0.0071], [0.5230, 1.4400, 0.0987], [-0.9344, -0.3355, 0.7139], [-1.9800, -0.6187, -0.2072], [0.7426, -1.9489, 0.4425], [1.2942, 1.6602, -0.6561], [0.9066, 1.6870, 1.0880], [-0.3759, 2.0086, -0.1468], [-1.7505, -1.4498, -0.8947], [-2.2483, 0.2264, -0.8219], [-2.8256, -0.9302, 0.3920]],
  "nbo_charge": [0.324, -0.680, 0.272, -0.187, -0.435, -0.387, -0.249, 0.176, 0.209, 0.196, 0.220, 0.176, 0.171, 0.195],
  "total_charge": 0,
  "e_above_lowest_kcal_mol": 76.3,
  "e_lumo_ev": 0.890,
  "smiles": "[H]/N=C\\N(C)OC",
  "fmax_ev_per_a": 1.1,
  "homo_lumo_gap_ev": 10.03,
  "multiplicity": 1
}